Record 1
The following is a DFT calculation (ωB97M-V/def2-TZVPD) of a molecular structure, C51H58BN7O3P2Re.

Properties
Frontier orbital gap (spin up / spin down) (eV): 5.84 / 5.70
⟨S²⟩: 0.788
Multiplicity: 2
LUMO level (spin up / spin down) (Ha): -0.0037 / -0.0085
Charge: 0

Structure (XYZ):
```
123
Properties=species:S:1:pos:R:3:forces:R:3:lowdin_spin:R:1
Re 0.92654 1.89766 -0.28565 -1.4 -1.8 1.9 0.002
O 4.08544 3.90046 1.49795 -0.5 -0.1 -0.1 -0.001
C 2.99144 3.43246 1.17625 0.5 0.8 0.5 0.000
N 2.73784 2.19916 0.73025 -0.8 -0.6 -0.8 0.000
C 3.87884 1.44346 0.28145 0.3 -0.2 0.1 0.000
C 3.93384 1.55486 -1.22215 0.3 0.0 0.1 0.000
C 5.09604 1.31786 -1.94565 -0.1 0.0 0.0 0.000
C 5.08114 1.47056 -3.32105 -0.1 0.1 0.0 0.000
C 3.90044 1.87356 -3.92925 0.2 -0.1 0.1 0.000
C 2.78254 2.06806 -3.14185 0.0 0.2 -0.3 0.000
N 2.79234 1.91406 -1.81965 -0.6 0.4 0.4 0.000
C 1.74424 4.26216 1.21635 -0.3 0.3 0.0 0.000
C 1.72654 5.51626 1.80045 0.1 -0.2 0.0 0.000
C 0.59424 6.30506 1.71175 -0.3 -0.3 -0.2 -0.001
C -0.51166 5.77506 1.04965 0.3 0.3 0.3 0.000
C -0.44126 4.51816 0.49425 -0.2 -0.5 -0.3 -0.001
N 0.67134 3.75686 0.54675 0.6 0.3 -0.8 0.000
H 3.76584 0.38446 0.54985 0.0 0.1 0.0 0.000
H 4.80904 1.82576 0.72525 -0.2 -0.1 -0.1 0.000
H 5.99744 1.03676 -1.42125 0.1 0.0 0.0 0.000
H 5.97034 1.29056 -3.90745 0.1 0.0 0.0 0.000
H 3.84434 2.03096 -4.99455 0.0 0.0 -0.1 0.000
H 1.84074 2.37876 -3.57475 0.0 -0.1 0.0 0.000
H 2.62434 5.84766 2.29615 0.1 0.0 0.0 0.000
H 0.56234 7.29556 2.13635 0.0 0.1 0.1 0.000
H -1.42156 6.34436 0.95515 -0.1 0.0 0.0 0.000
H -1.27766 4.08166 -0.03715 0.1 0.0 0.0 0.000
C 1.77474 -3.66244 -1.08645 -0.4 -0.2 0.1 0.039
C 0.46804 -3.49184 -0.84285 0.5 -0.4 0.2 0.012
C -0.53866 -2.53904 -1.25735 0.0 0.9 -0.3 0.001
C -0.36996 -1.23114 -1.56545 -0.3 -0.1 0.7 0.001
C 1.87084 -1.13874 -3.21155 0.2 0.8 0.1 0.003
C 2.90194 -1.57644 -2.14675 0.4 -0.3 -0.8 0.012
P -1.85556 -0.17294 -1.68875 0.2 -0.1 -0.5 0.000
C -2.75816 -1.05744 -3.02335 0.1 0.0 0.2 0.000
C -2.14176 -1.94384 -3.89845 -0.1 0.1 -0.1 0.000
C -2.88036 -2.58434 -4.87475 0.0 -0.1 -0.1 0.000
C -4.23476 -2.32654 -5.00745 -0.1 0.0 0.0 0.000
C -4.85426 -1.42964 -4.15185 -0.1 0.0 -0.1 0.000
C -4.12236 -0.81174 -3.15375 0.2 0.0 0.0 0.000
C -1.23786 1.29816 -2.61165 -0.2 -0.3 0.4 0.000
C -1.81286 1.61676 -3.84005 0.0 0.0 0.0 0.000
C -1.49476 2.78886 -4.49735 0.0 0.1 -0.2 0.000
C -0.62396 3.68276 -3.90295 0.0 0.1 0.0 0.000
C -0.07386 3.37686 -2.66945 -0.1 0.3 0.0 0.000
C -0.33276 2.17776 -1.98325 1.1 0.8 -0.3 0.000
H 2.24974 -4.45134 -0.51765 0.0 -0.1 0.1 0.002
H 0.05214 -4.20974 -0.13755 0.1 0.0 0.1 0.001
H -1.54926 -2.93304 -1.21205 -0.1 0.0 0.0 0.000
H 2.21084 -0.35674 -3.89025 -0.1 0.0 0.2 0.001
H 3.94514 -1.26214 -2.24985 -0.1 0.0 0.1 0.002
H -1.07916 -2.11754 -3.82815 0.1 -0.1 0.0 0.000
H -2.38936 -3.27304 -5.54665 0.0 -0.1 -0.1 0.000
H -4.80556 -2.81754 -5.78085 -0.1 -0.1 -0.1 0.000
H -5.90546 -1.20494 -4.26695 -0.1 0.0 0.0 0.000
H -4.59846 -0.10394 -2.48655 -0.1 0.0 0.1 0.000
H -2.52116 0.94346 -4.29845 0.0 -0.1 -0.1 0.000
H -1.93206 3.00756 -5.46025 -0.1 0.0 -0.1 0.000
H -0.37716 4.61486 -4.39295 0.0 0.1 0.0 0.000
H 0.58794 4.11776 -2.22255 0.0 -0.1 0.0 0.000
O 2.22234 -0.93044 -1.07085 -0.4 0.4 1.0 0.001
B 1.08014 -0.81074 -1.84495 -0.1 -0.7 -0.8 0.002
O 1.46874 -2.25984 -3.98125 -0.3 -0.4 0.0 0.101
C 2.07934 -3.35734 -3.48955 0.4 -0.3 -0.2 0.210
C 2.18334 -4.54774 -4.14805 -0.3 0.4 -0.1 0.010
C 3.15294 -5.46664 -3.73525 -0.2 -0.1 -0.1 0.290
C 4.09144 -5.09524 -2.75265 0.4 0.2 0.3 0.025
C 3.97994 -3.94004 -2.04955 0.1 -0.1 -0.2 0.209
C 2.73204 -3.11524 -2.15085 -0.2 0.0 0.0 0.057
H 1.59384 -4.71794 -5.03565 0.0 0.0 -0.1 -0.005
H 3.25544 -6.40694 -4.25155 0.0 -0.1 0.0 0.018
H 4.95064 -5.73074 -2.59055 0.1 -0.1 0.1 -0.005
H 4.70994 -3.65434 -1.30935 0.2 0.0 0.1 0.012
N -0.57936 1.06046 0.69795 1.4 0.2 0.6 -0.001
P -1.07686 0.33146 1.99765 -0.3 0.0 -0.1 0.000
N 0.00884 -0.83204 2.56615 -0.2 0.6 -0.5 0.000
C -0.20006 -1.45814 3.85455 -0.2 -0.3 0.1 0.000
C 0.38454 -2.86934 3.83285 0.2 0.2 0.2 0.000
C 1.88214 -2.78144 3.55595 -0.1 -0.1 -0.3 0.000
C 2.09384 -2.06774 2.22355 0.0 0.1 0.2 0.000
C 1.41384 -0.70014 2.23435 0.3 -0.2 -0.4 0.000
N -1.48996 1.39096 3.24345 0.2 -0.4 -0.6 0.000
C -2.51686 1.19696 4.24105 0.0 -0.4 0.4 0.000
C -1.92866 1.23416 5.65285 -0.2 0.3 -0.1 0.000
C -1.16446 2.53676 5.87055 0.2 -0.2 0.0 0.000
C -0.10156 2.69606 4.78725 -0.2 0.2 -0.1 0.000
C -0.75386 2.62186 3.40715 0.4 0.1 0.0 0.000
N -2.50526 -0.55554 1.91435 0.8 0.5 -0.2 0.000
C -2.46476 -1.94764 1.47165 0.1 -0.4 -0.2 0.000
C -3.81066 -2.38784 0.89945 0.0 0.0 0.3 0.000
C -4.91666 -1.91644 1.83595 0.0 0.0 -0.2 0.000
C -4.95736 -0.38184 1.85505 0.1 0.1 0.1 0.000
C -3.62246 0.21056 1.39295 -0.6 0.3 -0.1 0.000
H -1.26916 -1.48354 4.06605 0.0 0.0 0.1 0.000
H 0.29744 -0.88364 4.65045 -0.1 0.0 0.0 0.000
H -0.09166 -3.44214 3.03435 -0.1 0.0 0.0 0.000
H 0.19394 -3.36924 4.78465 -0.1 0.0 0.0 0.000
H 2.32864 -3.77754 3.52715 0.0 0.0 0.1 0.000
H 2.37034 -2.21664 4.35485 0.0 0.0 0.1 0.000
H 1.66764 -2.66714 1.41875 0.0 0.0 -0.1 0.000
H 3.15964 -1.94054 2.02105 0.0 0.0 -0.1 0.000
H 1.47234 -0.25284 1.23605 0.2 -0.1 0.3 0.000
H 1.92934 -0.04114 2.95055 0.0 0.1 0.0 0.000
H -3.01226 0.24256 4.06285 0.0 0.1 0.0 0.000
H -3.26306 1.99896 4.14735 -0.1 0.0 0.0 0.000
H -1.24946 0.39116 5.78275 0.0 -0.1 0.0 0.000
H -2.73286 1.13886 6.38455 0.0 -0.1 0.0 0.000
H -0.70586 2.54506 6.86155 0.0 0.1 0.0 0.000
H -1.85726 3.37896 5.81315 -0.1 0.1 0.1 0.000
H 0.63834 1.89966 4.87645 0.1 -0.1 0.0 0.000
H 0.41564 3.65046 4.89175 0.1 0.0 0.0 0.000
H 0.00034 2.65976 2.61875 -0.1 0.2 0.1 0.000
H -1.43476 3.47646 3.28335 0.0 0.1 -0.1 0.000
H -2.25066 -2.57334 2.34485 0.1 -0.1 -0.1 0.000
H -1.66626 -2.09834 0.74305 0.0 -0.1 0.1 0.000
H -3.82566 -3.47584 0.81195 0.1 0.0 -0.1 0.000
H -3.96586 -1.97274 -0.09775 0.0 0.0 -0.1 0.000
H -4.71136 -2.29854 2.83885 0.0 0.0 0.0 0.000
H -5.88046 -2.31974 1.52175 0.0 0.0 0.1 0.000
H -5.20206 -0.03314 2.85925 0.0 0.1 0.0 0.000
H -5.73386 -0.02134 1.18045 -0.1 0.1 0.0 0.000
H -3.50846 1.23696 1.74615 -0.1 0.0 -0.1 0.000
H -3.58416 0.24966 0.29735 0.0 0.0 0.2 0.000
```
Positions in Å, forces in eV/Å.



Record 2
The following is a DFT calculation (ωB97M-V/def2-TZVPD) of a molecular structure, C51H59As3IrNOP2Se.

Properties
Frontier orbital gap (spin up / spin down) (eV): 5.41 / 3.79
⟨S²⟩: 0.759
Multiplicity: 2
LUMO level (spin up / spin down) (Ha): -0.3573 / -0.4169
Charge: +3

Structure (XYZ):
```
119
Properties=species:S:1:pos:R:3:forces:R:3:lowdin_spin:R:1
Ir 0.24232 -0.69647 0.09737 -1.2 -1.3 -0.9 0.104
C -2.19643 -2.62889 -2.49823 -0.1 0.1 0.1 0.002
As -1.86722 -2.13380 -0.64266 -0.1 0.1 -0.1 0.012
C -1.86307 -3.96472 0.03750 0.1 0.1 0.0 0.022
C -3.67134 -1.46214 -0.24104 0.2 -0.1 0.0 0.003
C -4.08457 -1.18238 1.20711 0.2 0.2 0.0 0.000
C -5.49934 -0.58998 1.16680 0.0 0.0 0.0 0.000
C -3.17585 -0.07856 1.75677 0.1 -0.3 0.0 0.000
As -1.25454 -0.32874 1.95088 0.5 0.9 0.3 -0.002
C -0.99252 -1.53789 3.44415 -0.1 0.0 -0.1 0.002
C -0.81091 1.39114 2.70818 -0.1 -0.1 0.0 0.000
C -4.05651 -2.44421 2.07065 0.0 0.0 0.0 0.000
As -4.61267 -2.20341 3.97544 -0.1 -0.1 -0.1 0.000
C -4.03759 -3.99168 4.52855 0.0 0.0 0.0 0.000
C -6.51749 -2.61535 3.81988 0.0 0.0 0.1 0.000
H -2.93064 -3.42924 -2.40208 0.0 0.0 -0.1 0.000
H -1.31098 -2.99837 -3.00626 -0.1 0.0 0.1 0.000
H -2.63545 -1.79318 -3.03753 0.1 0.0 -0.1 0.000
H -2.86376 -4.34267 -0.16631 0.0 -0.1 0.1 0.001
H -1.65513 -4.06496 1.09975 0.0 0.0 0.0 0.011
H -1.13659 -4.54169 -0.53246 -0.1 0.0 0.0 0.000
H -4.31728 -2.22275 -0.68796 0.0 0.0 0.0 0.001
H -3.76058 -0.55910 -0.84472 -0.1 0.0 0.0 0.000
H -5.53835 0.28170 0.51117 0.0 0.0 0.0 0.000
H -5.82061 -0.27755 2.16147 0.0 0.0 0.0 0.000
H -6.21470 -1.32707 0.79831 0.0 0.0 0.0 0.000
H -3.41628 0.16741 2.79816 -0.1 -0.1 0.0 0.000
H -3.27647 0.82308 1.16079 0.0 0.1 0.0 0.000
H -1.51070 -1.05771 4.27612 0.0 -0.1 0.0 0.000
H 0.06357 -1.63066 3.68344 0.0 0.1 0.1 0.000
H -1.43664 -2.51590 3.27524 0.1 0.0 0.0 0.002
H -1.18797 1.39025 3.73222 0.0 0.0 0.0 0.000
H -1.31333 2.17271 2.14420 0.0 0.0 0.0 0.000
H 0.25924 1.55688 2.71840 0.0 0.0 0.0 0.000
H -3.03771 -2.83472 2.13321 -0.1 0.0 -0.1 0.000
H -4.65595 -3.22816 1.59855 -0.1 0.0 0.1 0.000
H -2.94903 -4.06064 4.52897 0.0 0.0 0.0 0.000
H -4.45053 -4.76448 3.88049 0.0 0.0 0.0 0.000
H -4.38240 -4.16580 5.54644 0.0 0.0 0.0 0.000
H -7.08889 -1.74288 3.51216 0.0 0.0 0.0 0.000
H -6.86375 -2.91065 4.80985 0.0 0.0 0.0 0.000
H -6.69476 -3.43821 3.12788 0.0 0.0 0.0 0.000
C 3.86545 5.57664 -1.79873 0.0 0.0 0.0 0.000
C 3.60547 4.09951 -2.11674 0.0 0.0 0.0 0.000
C 4.43217 3.67759 -3.34686 0.0 0.0 0.0 0.000
C 4.00361 3.22379 -0.93624 0.0 -0.1 0.1 0.000
C 5.17707 3.41403 -0.21818 0.0 0.0 0.0 0.000
C 5.54998 2.57190 0.82386 0.0 0.0 0.0 0.000
C 4.73046 1.52551 1.19714 0.0 0.0 -0.1 0.001
C 3.52981 1.31211 0.51032 0.3 0.0 0.2 -0.001
P 2.49814 -0.08900 1.01099 -0.3 0.8 -0.2 0.002
C 2.49766 0.07766 2.82357 0.0 -0.2 0.0 0.001
C 2.56361 1.35261 3.39233 0.0 0.0 0.0 0.000
C 2.56157 1.50602 4.77003 0.0 0.0 0.0 0.001
C 2.49340 0.39312 5.59781 0.0 0.0 0.0 0.000
C 2.42981 -0.87825 5.04568 0.0 0.0 0.0 0.002
C 2.43113 -1.03433 3.66689 0.0 0.0 0.0 0.007
C 3.55764 -1.48144 0.53463 -0.2 -0.1 0.1 0.052
C 3.56769 -1.79509 -0.82989 0.1 0.0 -0.1 0.009
C 4.43130 -2.75672 -1.31744 -0.1 0.1 0.0 0.011
C 5.29835 -3.41154 -0.44622 0.0 0.0 0.1 0.049
C 5.31488 -3.08676 0.90505 0.0 0.0 0.0 -0.001
C 4.45603 -2.11960 1.40201 0.0 -0.1 0.0 0.044
C 3.22621 2.13548 -0.55816 -0.1 -0.1 0.0 0.000
O 2.08894 1.77959 -1.21889 0.2 -0.1 -0.2 0.001
C 1.47868 2.72311 -1.99230 0.0 -0.1 -0.1 0.000
C 0.16375 2.40827 -2.30632 0.0 0.2 0.1 0.000
C -0.56049 3.32452 -3.07268 0.0 0.0 0.1 0.000
C 0.05289 4.48136 -3.51992 0.0 0.0 0.0 0.000
C 1.37872 4.74069 -3.20429 0.0 0.0 0.0 0.000
C 2.13069 3.87016 -2.42380 -0.1 -0.1 0.0 0.000
P -0.54249 0.79441 -1.82354 0.7 0.7 0.9 -0.002
C -2.27080 1.32442 -1.74489 -0.2 -0.4 -0.5 -0.001
C -2.64528 2.13023 -0.67664 0.0 0.2 0.0 0.000
C -3.89879 2.72212 -0.65246 0.0 0.0 0.0 0.000
C -4.78949 2.50987 -1.69856 0.0 0.0 0.0 0.000
C -4.41322 1.72764 -2.78128 0.0 0.0 0.0 0.000
C -3.15156 1.14804 -2.81095 0.0 -0.2 0.0 0.000
C -0.12898 -0.22706 -3.25673 -0.1 0.1 -0.1 -0.001
C 0.51683 -1.44839 -3.09221 0.3 0.2 0.0 0.000
C 0.94761 -2.18673 -4.18222 0.1 0.0 0.0 0.000
C 0.70264 -1.71165 -5.46307 0.0 0.0 0.0 0.000
C 0.06998 -0.48790 -5.64424 0.0 0.0 0.0 0.000
C -0.31982 0.26854 -4.55029 0.0 -0.1 0.0 0.000
H 4.91800 5.74779 -1.58093 0.0 0.0 0.0 0.000
H 3.27606 5.91500 -0.94617 0.0 0.0 0.0 0.000
H 3.62867 6.20521 -2.65514 0.0 0.0 0.0 0.000
H 5.49544 3.83287 -3.15970 0.0 0.0 0.0 0.000
H 4.14858 4.27298 -4.21546 0.0 0.0 0.0 0.000
H 4.27696 2.62416 -3.58688 0.0 0.0 0.0 0.000
H 5.83467 4.23154 -0.48102 0.0 0.0 0.0 0.000
H 6.48045 2.74277 1.34718 0.0 0.0 0.0 0.000
H 5.02046 0.88510 2.02036 0.0 0.0 0.0 0.000
H 2.62851 2.23082 2.76258 0.0 0.0 0.0 0.000
H 2.63005 2.49666 5.19917 0.0 0.0 0.0 0.000
H 2.50871 0.51515 6.67262 0.0 0.0 0.0 0.000
H 2.40238 -1.74756 5.68967 0.0 0.0 0.0 0.000
H 2.43137 -2.03668 3.25376 0.0 0.0 0.1 0.007
H 2.91820 -1.26420 -1.52234 0.0 0.0 0.0 0.000
H 4.43302 -2.99981 -2.37171 0.0 0.0 0.0 0.000
H 5.97282 -4.16720 -0.82655 0.0 0.0 0.0 0.002
H 6.00868 -3.58127 1.57141 0.0 0.0 0.0 -0.001
H 4.50385 -1.85894 2.45011 0.0 0.0 0.0 0.001
H -1.60210 3.15639 -3.30607 0.0 0.0 0.0 0.000
H -0.50503 5.18931 -4.11703 0.0 0.0 0.0 0.000
H 1.83534 5.64502 -3.58264 0.0 0.0 0.0 0.000
H -1.93053 2.34964 0.10871 0.0 0.0 0.0 0.000
H -4.17598 3.36965 0.16971 0.0 0.0 0.0 0.000
H -5.76291 2.98174 -1.68358 0.0 0.0 0.0 0.000
H -5.08835 1.58975 -3.61539 0.0 0.0 0.0 0.000
H -2.84547 0.58664 -3.68597 0.0 -0.1 0.0 0.000
H 0.71665 -1.83529 -2.09609 0.0 -0.1 0.1 0.000
H 1.46894 -3.12263 -4.02632 0.0 0.0 0.0 0.000
H 1.02125 -2.28630 -6.32261 0.0 0.0 0.0 0.000
H -0.09784 -0.10905 -6.64345 0.0 0.0 0.0 0.000
H -0.75312 1.24609 -4.71390 0.0 0.0 0.0 0.000
Se 0.83524 -2.76688 1.18820 0.8 -0.2 0.1 0.542
C 1.33045 -3.74149 -0.29021 -0.2 -0.1 0.1 0.028
N 1.52871 -4.41997 -1.20173 0.0 0.1 0.0 0.089
```
Positions in Å, forces in eV/Å.



Values for max |F|, eV Å⁻¹, ordered as above
2.961; 2.008